Version i
ORCA calculation (wB97M-V/def2-TZVPD) on the ion C4H9N2O2 with charge +1.

```
17
Properties=species:S:1:pos:R:3:mulliken_charge:R:1
N 2.38 0.44 -1.86 -0.29
C 1.09 0.67 -1.18 -0.93
C 0.90 -0.57 -0.28 0.70
O 1.77 -1.42 -0.32 -0.63
N -0.17 -0.59 0.53 -0.15
C -1.43 0.16 0.36 -0.32
C -2.03 0.56 1.70 -0.10
O -3.21 0.44 1.88 -0.40
H 3.12 0.29 -1.17 0.37
H 2.35 -0.47 -2.33 0.36
H 2.67 1.20 -2.50 0.35
H 1.15 1.55 -0.54 0.41
H 0.29 0.82 -1.89 0.41
H -0.26 -1.46 1.04 0.28
H -2.15 -0.45 -0.17 0.29
H -1.24 1.04 -0.24 0.30
H -1.37 0.95 2.49 0.35
```

- Kohn-Sham gap (eV) = 9.715
- spin multiplicity = 1
- net charge = +1
- LUMO level (hartree) = -0.1402



Version ii
ORCA calculation (wB97M-V/def2-TZVPD) on the ion C4H9N2O2 with charge +1.

```
17
Properties=species:S:1:pos:R:3:mulliken_charge:R:1
C -1.72 1.38 0.42 -1.07
C -0.74 0.42 -0.27 -0.38
N -0.75 -0.91 0.17 -0.07
C 0.56 -1.36 -0.26 -0.62
N 1.58 -0.24 -0.06 0.22
O 2.84 -0.50 0.46 -0.39
C 1.05 1.00 -0.08 0.45
O 1.46 2.08 -0.06 -0.41
H -2.07 1.04 1.45 0.33
H -2.73 1.33 -0.12 0.34
H -1.29 2.36 0.18 0.33
H -0.81 0.39 -1.40 0.38
H -1.59 -1.49 -0.32 0.41
H -0.84 -0.93 1.15 0.40
H 0.49 -1.74 -1.28 0.31
H 0.99 -2.31 0.17 0.40
H 3.56 -0.52 -0.16 0.37
```

- Kohn-Sham gap (eV) = 10.105
- spin multiplicity = 1
- net charge = +1
- LUMO level (hartree) = -0.1468



The energetic minimum among the shown structures is version i; the next structure lies 86.1 kcal/mol above.